Entry from the Open Molecules 2025 dataset: the molecule H2O4 at a distorted geometry (ωB97M-V with the def2-TZVPD basis set).

Properties
relative energy (zero: lowest compared OMol25 entry of this formula, charge and spin)	0.000	eV
SMILES	OOOO
LUMO level	0.77	eV
highest occupied orbital energy	-11.0	eV
electronic energy	-8214.614	eV
orbital gap	11.72	eV

CARTESIAN COORDINATES (ANGSTROEM)
O  -0.48096  1.03823  1.18967
O  -0.20470  -0.88302  -1.00097
O  0.64964  0.74575  0.48828
O  0.34469  0.37161  -0.91838
H  -0.82207  0.19274  1.54314
H  0.51339  -1.46530  -1.30175